{"formula": "C4H10N3", "method": "ωB97M-V/def2-TZVPD", "energy_ev": -8771.48330, "e_homo_ha": -0.4603, "total_charge": 1, "relative_energy_kcal_mol": 71.85, "symbols": ["N", "N", "N", "C", "C", "C", "C", "H", "H", "H", "H", "H", "H", "H", "H", "H", "H"], "xyz": [[-2.14, 1.99, 0.02], [4.57, -0.17, -0.20], [-0.99, -1.93, 0.35], [-1.38, 1.53, -0.94], [-2.14, 1.45, 1.18], [-1.09, 0.21, -0.92], [-1.59, -0.82, -0.06], [-0.12, -2.29, -0.10], [-1.11, 2.32, -1.62], [4.00, -0.97, -0.61], [5.46, 0.00, -0.78], [-2.70, 1.81, 2.00], [-2.67, -0.71, 0.26], [4.90, -0.54, 0.69], [-1.20, 0.94, 1.47], [-0.28, -0.13, -1.54], [-1.49, -2.69, 0.82]], "lowdin_charge": [0.057, -0.050, 0.173, -0.091, 0.059, -0.046, -0.099, 0.160, 0.146, 0.016, 0.044, 0.093, 0.165, -0.009, 0.115, 0.122, 0.144]}